No. 1
{
  "formula": "C21H23GeN2O4STc",
  "method": "ωB97M-V/def2-TZVPD",
  "energy_ev": -102852.8120,
  "homo_ev": -15.2,
  "multiplicity": 1,
  "total_charge": 2,
  "species": ["Tc", "N", "C", "C", "N", "H", "H", "H", "H", "H", "H", "H", "H", "O", "S", "O", "O", "O", "C", "Ge", "C", "C", "C", "C", "C", "C", "C", "C", "C", "C", "C", "C", "C", "C", "C", "C", "C", "C", "H", "H", "H", "H", "H", "H", "H", "H", "H", "H", "H", "H", "H", "H", "H"],
  "coordinates": [[0.870, -0.093, 2.156], [-0.211, 1.493, 3.166], [0.481, 2.801, 2.996], [1.966, 2.555, 3.133], [2.342, 1.448, 2.191], [-1.212, 1.575, 3.016], [-0.111, 1.179, 4.137], [0.139, 3.529, 3.730], [0.236, 3.175, 2.001], [2.214, 2.214, 4.136], [2.541, 3.453, 2.918], [3.180, 0.974, 2.535], [2.578, 1.822, 1.274], [2.283, -1.510, 2.452], [1.714, -1.580, 3.891], [1.978, -0.209, 4.388], [0.205, -1.382, 3.463], [2.039, -2.715, 4.645], [0.176, -0.338, 0.505], [-0.212, 0.308, -1.240], [0.927, -0.056, -2.681], [1.279, 1.023, -3.501], [2.101, 0.802, -4.594], [2.545, -0.484, -4.878], [2.175, -1.557, -4.076], [1.373, -1.353, -2.965], [-0.284, -1.782, 0.478], [0.662, -2.793, 0.244], [0.270, -4.116, 0.309], [-1.050, -4.436, 0.615], [-1.992, -3.437, 0.836], [-1.616, -2.110, 0.772], [-1.821, 1.204, -1.424], [-2.589, 1.575, -0.308], [-3.804, 2.204, -0.495], [-4.252, 2.461, -1.790], [-3.498, 2.095, -2.899], [-2.278, 1.466, -2.725], [0.919, 2.026, -3.301], [2.387, 1.629, -5.229], [3.179, -0.652, -5.738], [2.511, -2.557, -4.319], [1.084, -2.195, -2.352], [1.694, -2.534, 0.044], [0.995, -4.900, 0.142], [-1.344, -5.475, 0.691], [-3.017, -3.696, 1.066], [-2.342, -1.326, 0.952], [-2.238, 1.356, 0.694], [-4.410, 2.493, 0.353], [-5.207, 2.950, -1.933], [-3.866, 2.299, -3.895], [-1.690, 1.174, -3.587]],
  "forces_ev_per_angstrom": [[-1.113, 0.317, -1.667], [0.145, -0.149, 0.190], [-0.085, -0.058, -0.043], [0.015, -0.066, -0.128], [0.015, -0.160, 0.424], [0.000, -0.015, -0.101], [-0.039, 0.030, 0.002], [0.001, 0.010, 0.013], [-0.005, 0.029, 0.000], [-0.003, -0.010, 0.013], [0.004, 0.018, -0.013], [0.037, 0.063, -0.034], [-0.080, -0.049, -0.074], [0.137, -0.245, 0.292], [0.491, 0.158, 0.142], [0.066, -0.260, 0.070], [0.213, -0.109, 0.230], [-0.162, 0.004, 0.059], [0.459, 0.341, 0.644], [0.114, 0.022, -0.091], [0.135, -0.176, -0.145], [0.002, -0.046, -0.111], [-0.006, 0.036, 0.017], [0.016, -0.004, -0.024], [-0.029, -0.016, 0.062], [0.150, 0.097, -0.111], [-0.010, -0.209, 0.495], [-0.039, 0.086, -0.037], [-0.049, -0.018, -0.028], [0.015, -0.013, 0.012], [0.005, -0.014, -0.033], [0.022, 0.132, -0.115], [-0.339, 0.252, 0.003], [-0.041, 0.011, -0.108], [0.026, -0.001, -0.016], [-0.025, 0.009, -0.001], [0.024, 0.002, -0.018], [-0.093, 0.048, 0.085], [-0.006, -0.002, 0.010], [0.004, -0.012, 0.009], [-0.015, -0.001, 0.004], [0.003, 0.016, 0.002], [-0.015, -0.001, 0.023], [-0.006, 0.002, 0.056], [-0.004, 0.001, 0.014], [-0.003, 0.005, -0.023], [0.013, -0.001, 0.008], [0.021, -0.010, 0.030], [0.020, -0.016, 0.013], [0.006, -0.008, -0.009], [0.011, -0.005, 0.003], [0.002, 0.002, 0.011], [-0.007, -0.019, -0.006]]
}

---

No. 2
{
  "formula": "C21H23GeNPtS3Sb",
  "method": "ωB97M-V/def2-TZVPD",
  "energy_ev": -122447.0142,
  "homo_ev": [-7.8, -8.1],
  "relative_energy_kcal_mol": 0.00,
  "multiplicity": 2,
  "species": ["Pt", "S", "Sb", "S", "S", "Ge", "C", "C", "C", "C", "C", "C", "C", "C", "C", "C", "C", "C", "H", "H", "H", "H", "H", "H", "H", "H", "H", "H", "H", "C", "N", "C", "C", "C", "C", "C", "C", "C", "C", "H", "H", "H", "H", "H", "H", "H", "H", "H", "H", "H", "H"],
  "coordinates": [[0.162, 1.484, -0.012], [0.931, 0.534, -1.998], [2.043, -0.834, -0.374], [-0.330, -0.959, 0.634], [2.444, 1.061, 0.930], [-0.076, -0.543, 2.832], [-0.069, 1.402, 2.984], [0.904, 2.100, 3.687], [0.956, 3.487, 3.625], [0.051, 4.194, 2.843], [-0.940, 3.513, 2.153], [-1.010, 2.120, 2.232], [-1.694, -1.248, 3.646], [-2.310, -0.526, 4.667], [-3.466, -1.002, 5.271], [-4.019, -2.204, 4.855], [-3.418, -2.928, 3.835], [-2.263, -2.451, 3.233], [1.224, -1.142, 3.373], [1.654, 1.564, 4.255], [1.726, 4.019, 4.169], [0.117, 5.272, 2.776], [-1.671, 4.048, 1.560], [-1.863, 1.616, 1.797], [-1.893, 0.422, 4.991], [-3.936, -0.432, 6.062], [-4.922, -2.574, 5.323], [-3.853, -3.862, 3.503], [-1.811, -3.017, 2.426], [1.121, 4.346, -0.893], [0.100, 4.774, -1.809], [-0.835, 5.714, -1.231], [-0.538, 3.689, -2.548], [-1.709, 2.955, -1.896], [-2.980, 3.293, -2.369], [-4.127, 2.651, -1.936], [-4.012, 1.620, -1.018], [-2.761, 1.276, -0.530], [-1.602, 1.948, -0.924], [1.619, 5.215, -0.456], [1.864, 3.735, -1.403], [0.729, 3.759, -0.031], [-0.289, 6.572, -0.836], [-1.442, 5.283, -0.420], [-1.522, 6.071, -2.000], [0.243, 2.981, -2.822], [-0.920, 4.114, -3.481], [-3.060, 4.074, -3.118], [-5.094, 2.937, -2.330], [-4.888, 1.075, -0.688], [-2.692, 0.444, 0.163]],
  "forces_ev_per_angstrom": [[0.010, 0.110, -0.075], [-0.017, 0.045, 0.076], [0.025, -0.034, -0.043], [-0.045, -0.084, 0.022], [0.012, 0.026, 0.033], [0.010, 0.022, -0.004], [0.012, 0.007, -0.008], [-0.010, -0.010, -0.015], [0.000, 0.002, -0.009], [-0.004, -0.003, -0.013], [0.019, -0.022, 0.005], [0.001, 0.039, 0.029], [0.011, 0.029, 0.045], [-0.003, -0.006, -0.012], [-0.008, -0.010, 0.000], [0.000, 0.009, 0.007], [0.012, -0.005, -0.011], [-0.003, -0.006, 0.000], [-0.018, -0.027, -0.007], [0.009, -0.003, -0.003], [0.002, 0.000, -0.001], [-0.004, -0.001, 0.003], [-0.006, -0.003, -0.007], [-0.009, -0.020, -0.035], [0.001, -0.003, 0.000], [0.000, 0.000, 0.000], [0.000, -0.001, -0.001], [-0.001, 0.000, 0.001], [0.002, -0.004, 0.001], [-0.029, 0.015, 0.057], [-0.035, -0.023, -0.010], [0.012, -0.010, -0.012], [-0.005, 0.041, -0.001], [-0.006, 0.013, -0.008], [0.015, 0.008, 0.010], [-0.001, -0.015, 0.015], [-0.005, 0.012, -0.010], [-0.011, 0.002, 0.009], [0.019, -0.049, -0.015], [0.005, -0.004, -0.012], [0.003, -0.019, 0.001], [0.014, -0.022, -0.005], [-0.001, -0.002, 0.002], [-0.004, 0.005, 0.008], [0.002, 0.002, -0.006], [0.020, -0.021, -0.006], [0.005, -0.002, 0.003], [-0.001, -0.001, 0.000], [-0.001, -0.002, -0.002], [-0.002, 0.003, 0.000], [0.011, 0.020, 0.003]]
}

---

No. 3
{
  "formula": "C21H23MnN5O5S3",
  "method": "ωB97M-V/def2-TZVPD",
  "energy_ev": -103650.3704,
  "homo_ev": [-14.5, -14.7],
  "relative_energy_kcal_mol": 12.41,
  "multiplicity": 4,
  "total_charge": 2,
  "species": ["Mn", "C", "S", "C", "S", "N", "N", "C", "C", "C", "C", "C", "C", "N", "H", "H", "H", "H", "H", "H", "H", "H", "O", "C", "C", "C", "C", "N", "C", "C", "C", "C", "C", "C", "O", "C", "C", "N", "H", "H", "H", "H", "H", "H", "H", "H", "H", "H", "H", "H", "C", "S", "O", "O", "O", "H", "H", "H"],
  "coordinates": [[0.381, 1.068, 0.630], [2.819, -2.835, -1.902], [4.289, -1.891, -1.439], [3.575, -0.597, -0.479], [4.188, 0.793, -1.249], [2.764, -0.821, 0.479], [2.180, 0.292, 1.066], [2.766, 0.860, 2.051], [1.990, 1.835, 2.819], [2.511, 2.602, 3.832], [1.649, 3.445, 4.535], [0.309, 3.458, 4.210], [-0.142, 2.658, 3.166], [0.679, 1.871, 2.478], [3.177, -3.813, -2.220], [2.298, -2.353, -2.727], [2.177, -2.939, -1.032], [3.772, 0.573, 2.345], [3.564, 2.543, 4.073], [2.029, 4.074, 5.328], [-0.394, 4.084, 4.740], [-1.181, 2.658, 2.864], [-4.056, -4.044, 0.568], [-3.637, -3.541, 1.812], [-2.590, -2.493, 1.576], [-2.009, -1.815, 2.643], [-1.057, -0.852, 2.390], [-0.669, -0.543, 1.146], [-1.210, -1.207, 0.106], [-2.169, -2.181, 0.287], [-0.673, -0.812, -1.215], [-1.004, -1.429, -2.403], [-0.431, -0.977, -3.587], [-0.769, -1.619, -4.902], [-1.665, -2.676, -4.670], [0.468, 0.083, -3.523], [0.762, 0.648, -2.300], [0.205, 0.209, -1.165], [-4.725, -4.723, 0.701], [-3.206, -4.323, 2.447], [-4.463, -3.086, 2.371], [-2.294, -2.027, 3.665], [-0.577, -0.313, 3.194], [-2.606, -2.706, -0.549], [-1.697, -2.256, -2.436], [0.162, -1.968, -5.365], [-1.194, -0.853, -5.561], [-2.002, -3.008, -5.508], [0.943, 0.471, -4.415], [1.461, 1.467, -2.207], [-0.839, 3.943, -1.668], [-0.370, 3.420, -0.071], [-0.501, 4.497, 0.847], [-1.191, 2.187, 0.271], [1.011, 2.800, -0.141], [-1.919, 4.084, -1.655], [-0.553, 3.186, -2.393], [-0.337, 4.890, -1.860]],
  "forces_ev_per_angstrom": [[0.018, -0.428, -0.165], [-0.012, 0.041, 0.016], [0.095, -0.064, 0.037], [0.056, 0.159, -0.202], [-0.068, -0.050, 0.077], [-0.179, -0.088, -0.099], [0.016, 0.220, 0.099], [-0.020, 0.002, 0.031], [-0.032, -0.137, -0.091], [0.009, 0.029, 0.104], [0.044, -0.008, -0.017], [-0.022, -0.033, 0.009], [-0.044, -0.024, -0.007], [0.129, 0.109, -0.023], [0.004, 0.002, -0.007], [-0.003, 0.024, 0.016], [-0.002, -0.037, 0.004], [-0.017, -0.022, 0.034], [0.000, 0.008, 0.005], [0.006, -0.014, 0.009], [0.001, 0.006, -0.004], [0.013, 0.031, -0.031], [0.013, 0.009, 0.014], [-0.012, -0.022, -0.004], [0.012, 0.002, -0.013], [0.010, -0.005, -0.002], [0.039, -0.050, 0.016], [-0.029, 0.226, 0.086], [0.072, -0.018, -0.050], [-0.019, -0.046, 0.029], [0.049, 0.024, 0.127], [-0.001, -0.024, -0.079], [-0.023, -0.027, 0.025], [-0.013, -0.024, 0.007], [-0.001, 0.031, -0.004], [0.033, 0.005, 0.003], [0.040, -0.036, 0.004], [-0.096, -0.019, -0.025], [-0.016, -0.011, -0.004], [0.012, 0.004, -0.003], [0.000, 0.016, -0.012], [0.009, -0.010, 0.001], [-0.043, 0.032, -0.008], [0.002, 0.005, 0.001], [-0.012, 0.014, 0.002], [0.004, 0.007, -0.012], [-0.009, 0.005, 0.007], [0.012, -0.019, -0.002], [0.005, -0.007, -0.006], [-0.010, 0.026, 0.019], [0.000, -0.029, -0.135], [0.088, -0.053, 0.144], [-0.037, 0.029, -0.044], [0.094, 0.137, 0.022], [-0.144, 0.082, 0.106], [0.005, 0.034, 0.014], [-0.040, -0.005, -0.010], [0.016, -0.009, -0.012]]
}